Entry 1:
Molecular formula: C5H11N2O
Method: DFT, ωB97M-V/def2-TZVPD

Values from the calculation:
**M**: 115.2 u
**Energy above the lowest of the compared OMol25 structures with the same formula, charge and spin**: 1.5 kcal/mol
**Highest occupied orbital energy**: -14.76 eV
**Kohn-Sham gap**: 11.60 eV
**Largest force on an atom**: 1.28 eV/A
**SMILES string**: NC(=O)[C@H]1CCC[NH2+]1

```
! RIJCOSX wB97M-V def2-TZVPD def2/J DEFGRID3
* xyz 1 1
O -1.031 -1.026 1.736
C -0.890 -1.389 0.579
N -1.676 -2.275 -0.037
C 0.153 -0.661 -0.266
N 1.116 -0.090 0.716
C 1.397 1.329 0.342
C 0.112 1.813 -0.301
C -0.471 0.553 -0.978
H -1.503 -2.621 -0.970
H -2.342 -2.774 0.535
H 0.613 -1.316 -0.996
H 0.640 -0.223 1.632
H 2.000 -0.599 0.757
H 1.652 1.895 1.238
H 2.259 1.397 -0.317
H 0.346 2.561 -1.058
H -0.584 2.307 0.374
H -1.559 0.543 -0.950
H -0.232 0.575 -2.039
*
```


Entry 2:
Molecular formula: C3H6O2
Method: DFT, ωB97M-V/def2-TZVPD

Values from the calculation:
**M**: 74.1 u
**Energy above the lowest of the compared OMol25 structures with the same formula, charge and spin**: 26.4 kcal/mol
**Highest occupied orbital energy**: -9.69 eV
**Kohn-Sham gap**: 10.42 eV
**Largest force on an atom**: 0.48 eV/A
**SMILES string**: O=CCCO

```
! RIJCOSX wB97M-V def2-TZVPD def2/J DEFGRID3
* xyz 0 1
O -1.294 0.595 -0.885
C -0.933 -0.163 0.255
C 0.496 -0.634 0.042
C 1.486 0.508 -0.021
O 2.669 0.376 0.187
H -2.174 0.963 -0.743
H -1.594 -1.032 0.386
H -0.997 0.444 1.173
H 0.546 -1.169 -0.916
H 0.814 -1.330 0.824
H 1.060 1.498 -0.287
*
```


Entry 3:
Molecular formula: C3H4OS
Method: DFT, ωB97M-V/def2-TZVPD

Values from the calculation:
**M**: 88.1 u
**Energy above the lowest of the compared OMol25 structures with the same formula, charge and spin**: 77.2 kcal/mol
**Highest occupied orbital energy**: -8.59 eV
**Kohn-Sham gap**: 8.47 eV
**Largest force on an atom**: 7.66 eV/A
**SMILES string**: C=CC(O)=S

```
! RIJCOSX wB97M-V def2-TZVPD def2/J DEFGRID3
* xyz 0 1
C -1.079 0.243 -0.097
C 0.400 0.105 0.341
C 1.055 -1.044 -0.176
H -0.314 1.937 -0.356
H 0.805 1.106 0.902
H 0.452 -1.979 -0.746
H 2.232 -0.934 0.171
O -1.323 1.465 -0.133
S -2.228 -0.900 0.094
*
```


Entry 4:
Molecular formula: C35H30N4O5RuS
Method: DFT, ωB97M-V/def2-TZVPD

Values from the calculation:
**M**: 719.8 u
**Energy above the lowest of the compared OMol25 structures with the same formula, charge and spin**: 7.9 kcal/mol
**Highest occupied orbital energy (alpha / beta)**: -13.55 / -13.55 eV
**Kohn-Sham gap (alpha / beta)**: 6.10 / 6.11 eV
**Largest force on an atom**: 2.64 eV/A

```
! RIJCOSX wB97M-V def2-TZVPD def2/J DEFGRID3
* xyz 2 1
Ru -1.048 -0.589 -0.561
O -3.867 -2.184 -3.326
C -3.112 -1.555 -2.460
O -1.891 -1.482 -2.544
C -3.863 -0.904 -1.342
C -5.218 -0.662 -1.263
C -5.690 0.061 -0.160
C -4.810 0.541 0.796
C -3.457 0.257 0.641
N -3.038 -0.465 -0.387
C -2.314 0.793 1.482
O -2.465 1.603 2.347
O -1.116 0.321 1.122
H -3.318 -2.557 -4.037
H -5.886 -1.018 -2.034
H -6.749 0.261 -0.071
H -5.128 1.133 1.643
N 2.909 -0.660 -1.910
C 1.635 -1.068 -1.812
N 0.988 -0.459 -0.844
C 1.905 0.419 -0.254
C 1.780 1.298 0.824
C 2.899 2.023 1.170
C 4.116 1.894 0.478
C 4.253 1.026 -0.584
C 3.120 0.293 -0.927
H 3.582 -1.001 -2.576
H 1.207 -1.820 -2.457
H 0.851 1.397 1.364
H 2.843 2.711 2.002
H 4.966 2.484 0.790
H 5.190 0.914 -1.110
C 2.152 6.628 0.776
C 1.185 5.595 0.285
C -0.019 5.375 0.947
C -0.931 4.444 0.476
C -0.627 3.737 -0.680
C 0.581 3.919 -1.352
C 1.474 4.847 -0.863
S -1.797 2.564 -1.233
C -2.146 3.116 -2.887
O -0.983 1.268 -1.484
H 2.069 6.770 1.852
H 1.944 7.588 0.301
H 3.178 6.359 0.534
H -0.243 5.930 1.848
H -1.856 4.262 1.006
H 0.823 3.330 -2.227
H 2.419 4.998 -1.370
H -1.230 3.081 -3.474
H -2.525 4.134 -2.822
H -2.900 2.458 -3.312
N -0.791 -2.242 0.080
C -0.016 -3.061 0.684
C -0.219 -4.504 0.506
C -0.970 -4.984 -0.573
C -1.133 -6.342 -0.756
C -0.555 -7.234 0.144
C 0.173 -6.768 1.228
C 0.345 -5.406 1.410
C 1.093 -2.522 1.495
C 2.387 -2.987 1.257
C 3.450 -2.447 1.962
C 3.219 -1.474 2.927
C 1.931 -1.027 3.177
C 0.866 -1.536 2.452
H -1.408 -4.281 -1.270
H -1.705 -6.716 -1.593
H -0.679 -8.298 -0.002
H 0.601 -7.465 1.934
H 0.890 -5.039 2.269
H 2.559 -3.749 0.508
H 4.455 -2.793 1.770
H 4.048 -1.074 3.494
H 1.753 -0.277 3.935
H -0.138 -1.186 2.639
*
```


Entry 5:
Molecular formula: C45H37N5O3PRb
Method: DFT, ωB97M-V/def2-TZVPD

Values from the calculation:
**M**: 812.3 u
**Energy above the lowest of the compared OMol25 structures with the same formula, charge and spin**: 0.0 kcal/mol
**Highest occupied orbital energy**: -6.75 eV
**Kohn-Sham gap**: 6.86 eV
**Largest force on an atom**: 0.56 eV/A

```
! RIJCOSX wB97M-V def2-TZVPD def2/J DEFGRID3
* xyz 0 1
Rb 0.051 0.165 0.071
C 1.000 -2.991 -0.991
O 1.653 -1.734 -0.991
C 3.016 -1.686 -1.099
C 3.748 -2.767 -1.574
C 5.129 -2.702 -1.665
C 5.784 -1.547 -1.272
C 5.053 -0.465 -0.812
C 3.658 -0.488 -0.731
N 2.888 0.623 -0.266
N 3.583 1.681 -0.256
C 3.142 2.902 0.143
C 1.858 3.238 0.689
O 0.917 2.416 0.895
C 1.631 4.629 1.029
C 2.547 5.592 0.828
C 3.825 5.297 0.259
C 4.760 6.319 0.017
C 5.977 6.047 -0.555
C 6.279 4.722 -0.898
C 5.379 3.709 -0.666
C 4.122 3.959 -0.076
H 0.909 -3.392 -2.003
H 0.007 -2.815 -0.579
H 1.525 -3.709 -0.357
H 3.236 -3.668 -1.881
H 5.684 -3.555 -2.034
H 6.864 -1.488 -1.320
H 5.555 0.436 -0.491
H 0.659 4.857 1.453
H 2.327 6.622 1.091
H 4.494 7.335 0.290
H 6.691 6.839 -0.742
H 7.233 4.490 -1.356
H 5.628 2.697 -0.950
N -2.058 -0.426 2.484
C -1.677 -1.223 3.562
C -2.556 -1.658 4.522
C -2.131 -2.499 5.570
C -0.830 -2.899 5.672
C 0.106 -2.475 4.700
C 1.471 -2.841 4.726
C 2.311 -2.399 3.746
C 1.789 -1.589 2.719
N 0.531 -1.230 2.657
C -0.314 -1.647 3.635
H -2.940 0.047 2.596
H -1.339 0.224 2.206
H -3.593 -1.344 4.477
H -2.855 -2.818 6.308
H -0.500 -3.536 6.484
H 1.831 -3.471 5.531
H 3.361 -2.658 3.740
H 2.440 -1.228 1.926
O -1.730 2.615 0.754
N -1.824 2.578 -0.629
C -3.020 2.451 -1.024
C -3.380 2.427 -2.447
C -4.671 2.866 -2.754
C -5.121 2.931 -4.057
C -4.276 2.542 -5.085
C -3.001 2.086 -4.796
C -2.519 2.013 -3.485
P -0.871 1.256 -3.147
C 0.287 2.662 -3.135
C -0.098 3.997 -3.112
C 0.862 4.998 -3.013
C 2.208 4.674 -2.948
C 2.599 3.342 -2.978
C 1.646 2.341 -3.060
C -0.477 0.458 -4.752
C 0.188 1.108 -5.794
C 0.461 0.440 -6.979
C 0.072 -0.884 -7.139
C -0.583 -1.541 -6.109
C -0.846 -0.875 -4.919
H -0.754 2.745 0.899
H -3.832 2.427 -0.296
H -5.321 3.170 -1.941
H -6.123 3.282 -4.267
H -4.608 2.584 -6.115
H -2.369 1.769 -5.615
H -1.148 4.258 -3.161
H 0.552 6.035 -2.980
H 2.956 5.453 -2.855
H 3.649 3.084 -2.906
H 1.956 1.302 -3.061
H 0.495 2.139 -5.670
H 0.979 0.953 -7.779
H 0.287 -1.404 -8.064
H -0.881 -2.575 -6.226
H -1.347 -1.391 -4.107
*
```


Entry 6:
Molecular formula: C11H15N
Method: DFT, ωB97M-V/def2-TZVPD

Values from the calculation:
**M**: 161.2 u
**Energy above the lowest of the compared OMol25 structures with the same formula, charge and spin**: 10.1 kcal/mol
**Highest occupied orbital energy**: -7.89 eV
**Kohn-Sham gap**: 8.86 eV
**Largest force on an atom**: 1.66 eV/A
**SMILES string**: Cc1c[nH]c2ccccc12.CC

```
! RIJCOSX wB97M-V def2-TZVPD def2/J DEFGRID3
* xyz 0 1
C 0.944 -2.197 -1.456
C -0.603 -0.304 -0.548
C -0.298 -1.370 -1.457
C -1.901 0.132 -0.845
C -1.367 -1.515 -2.281
C 0.072 0.296 0.528
C -0.544 1.292 1.240
C -1.848 1.726 0.912
C -2.548 1.130 -0.116
N -2.358 -0.615 -1.897
H 1.126 0.071 0.623
H -0.053 1.759 2.073
H -2.335 2.437 1.563
H 0.757 -3.241 -1.703
H 1.396 -2.261 -0.464
H -1.689 -2.142 -3.098
H -3.189 -0.341 -2.390
H -3.453 1.614 -0.474
H 1.723 -1.865 -2.134
C 3.443 1.351 2.290
C 4.340 0.173 2.594
H 2.924 1.797 3.128
H 4.026 2.165 1.865
H 2.692 1.129 1.530
H 4.922 0.276 3.519
H 5.088 0.007 1.822
H 3.784 -0.753 2.683
*
```


Entry 7:
Molecular formula: C4H12N2O
Method: DFT, ωB97M-V/def2-TZVPD

Values from the calculation:
**M**: 104.2 u
**Energy above the lowest of the compared OMol25 structures with the same formula, charge and spin**: 89.3 kcal/mol
**Highest occupied orbital energy**: -8.51 eV
**Kohn-Sham gap**: 9.44 eV
**Largest force on an atom**: 5.50 eV/A
**SMILES string**: NCNCCCO

```
! RIJCOSX wB97M-V def2-TZVPD def2/J DEFGRID3
* xyz 0 1
C -0.045 -0.420 1.658
C 1.380 -0.226 0.917
C 1.178 1.158 0.138
O 1.114 1.176 -1.301
N -1.178 -0.607 0.824
C -1.568 -0.212 -0.495
N -0.853 -0.821 -1.616
H 0.235 -1.233 2.379
H -0.179 0.357 2.418
H 1.756 -0.982 0.092
H 2.003 0.017 1.761
H 2.120 1.685 0.427
H 0.380 1.923 0.652
H 0.102 1.138 -1.437
H -1.388 -1.654 0.801
H -2.617 -0.484 -0.633
H -1.573 0.831 -0.428
H 0.070 -1.284 -1.326
H -1.271 -1.521 -2.068
*
```


Entry 8:
Molecular formula: C2H4O2
Method: DFT, ωB97M-V/def2-TZVPD

Values from the calculation:
**M**: 60.1 u
**Energy above the lowest of the compared OMol25 structures with the same formula, charge and spin**: 54.4 kcal/mol
**Highest occupied orbital energy**: -9.87 eV
**Kohn-Sham gap**: 10.41 eV
**Largest force on an atom**: 0.73 eV/A
**SMILES string**: C=O.C=O

```
! RIJCOSX wB97M-V def2-TZVPD def2/J DEFGRID3
* xyz 0 1
O 1.139 -0.344 -0.316
C 1.091 -1.383 -0.902
H 1.356 -2.319 -0.411
H 0.760 -1.388 -1.950
O -2.098 1.958 0.736
C -1.077 1.348 0.873
H -0.088 1.820 0.745
H -1.084 0.308 1.224
*
```